# C18H25Cl2N3O3S

A 2-piece molecular cluster, C18H25Cl2N3O3S overall in a non-equilibrium geometry (ωB97M-V/def2-TZVPD, the Open Molecules 2025 dataset).

Each line ends with the Mulliken charge.
Positions of all 52 atoms, in Å:
H 5.148 -4.375 -1.874  0.1400
H 1.249 2.740 2.843  0.2970
C -0.653 -4.151 -0.724  -0.7357
C 1.891 -1.840 1.914  -0.0996
H -3.590 6.382 0.869  0.3535
C -1.799 1.798 0.103  -0.3392
C 0.251 -3.336 0.177  0.1749
H 2.886 -5.891 -2.227  0.3060
C 0.623 -1.377 1.560  -0.1441
Cl 2.881 -0.895 3.003  -0.2129
C -0.194 -2.113 0.698  -0.6565
N 0.955 -4.102 -2.669  -0.1355
H -2.213 0.801 0.255  0.1065
C -1.834 2.626 1.393  0.1215
H 2.037 -3.978 -4.464  0.3808
C 1.523 -3.804 0.548  -0.1986
H -1.866 6.710 0.532  0.3265
Cl 3.927 -3.674 1.821  -0.2015
C 0.948 4.042 1.197  -0.7151
O -2.097 4.903 3.036  -0.6283
S 4.072 -3.760 -2.412  -0.2621
H -2.563 7.122 2.113  0.3449
H -2.394 2.411 -1.905  0.3790
C 0.089 -4.825 -1.873  0.3078
C -2.586 6.409 1.289  -1.3494
C -2.647 2.620 -0.865  -0.7805
H -3.132 4.713 -0.725  0.4355
H -3.706 2.431 -0.679  0.3337
O -0.097 -6.013 -2.092  -0.6482
C 1.811 -4.712 -3.683  -0.9041
C -2.302 4.054 -0.471  -0.7216
H -1.395 4.371 -0.987  0.2814
H -2.710 2.322 1.968  0.4351
H -0.777 1.732 -0.275  0.3280
C 3.111 -5.198 -3.045  -0.4266
N 0.559 3.013 2.160  -0.1158
H -1.429 -3.514 -1.155  0.3436
C 2.346 -3.060 1.401  0.0943
O -0.666 1.442 3.099  -0.7433
C -0.597 2.342 2.271  -0.0206
H 2.034 4.139 1.185  0.3605
H 3.705 -5.737 -3.788  0.4315
H 1.226 -3.189 -2.313  0.3244
H 1.892 -4.757 0.182  0.4475
H 1.299 -5.551 -4.168  0.3350
C -2.229 5.033 1.826  0.7650
H -1.182 -1.735 0.453  0.3434
H 0.610 3.776 0.196  0.1806
N -2.059 4.012 0.964  0.1704
H 0.519 5.002 1.488  0.2069
H -1.148 -4.921 -0.126  0.3382
H 0.274 -0.441 1.975  0.6457

Computed properties:
HOMO energy   -9.112 eV
Electronic energy   -65566.17145 eV
Lowest unoccupied orbital energy   0.37 eV
SMILES   O=C(Cc1ccc(Cl)c(Cl)c1)NCCS.CNC(=O)[C@@H]1CCCN1C(C)=O
Strongest force on any atom   1.4 eV/Å


# C12H44N8O14

A 10-piece molecular cluster, C12H44N8O14 overall in a non-equilibrium geometry (ωB97M-V/def2-TZVPD, the Open Molecules 2025 dataset).

Each line ends with the Mulliken charge.
Positions of all 78 atoms, in Å:
O 2.895 -2.137 2.358  -0.4573
O -1.591 2.993 5.122  -0.6712
C -1.988 -1.992 -1.646  0.7299
O -0.095 -4.516 -1.284  -0.4273
H -5.118 3.717 -2.452  0.4563
H 4.704 -2.408 3.092  0.4206
H -0.677 1.912 -0.861  -0.1073
H 2.222 -0.600 -0.460  0.1328
C 1.836 -3.963 0.091  0.0560
H 4.575 -1.517 4.837  0.3130
N -1.632 -0.436 3.215  -0.5627
H -5.612 1.426 -3.057  0.3122
H -2.755 -3.701 -2.797  0.3644
O 1.530 1.543 -1.424  -0.8744
O -1.426 4.772 -0.239  -0.6335
H -0.737 -4.342 -0.591  0.3556
C -4.498 2.846 -2.240  -0.7041
C 1.130 -5.022 -0.731  -0.8562
C -2.691 -2.613 -2.835  -0.7887
O 1.060 4.388 -2.612  -0.6103
H 3.853 -3.814 2.612  0.2900
H 3.698 -3.896 5.006  0.2722
H -0.492 5.265 4.509  0.2178
C -1.118 3.394 4.074  0.5877
H 1.836 -2.939 -0.284  -0.0291
C -0.644 -1.125 2.735  0.5264
H 2.221 -3.098 4.632  0.2428
H -1.508 -0.054 4.141  0.1891
H -3.261 2.693 -4.016  0.3122
H 0.969 4.516 -3.556  0.3008
O 1.267 -3.981 1.381  -0.6031
H -0.792 4.316 0.315  0.2962
H -4.459 -2.480 -2.482  0.3129
H -0.668 0.768 0.462  0.1157
H -0.254 4.778 2.866  0.1322
H 0.765 -0.688 0.608  0.0732
H -2.320 -0.093 2.560  0.2793
H 0.322 -4.107 1.268  0.3265
H 1.848 0.876 -4.910  0.1735
H -2.152 -2.557 -3.781  0.3231
H -2.056 -0.912 -1.511  -0.4179
C 3.302 -2.977 4.573  -0.0941
O -2.201 1.988 -2.350  -0.3832
O -3.912 -1.939 -3.056  -0.4811
H 1.110 -6.038 -0.335  0.2816
H -0.921 -2.168 -1.783  0.2013
H 4.367 3.535 -3.662  0.2247
N 0.220 -1.527 3.577  -0.2416
H -1.250 1.724 2.898  0.1014
N -0.167 1.325 -0.216  0.2249
C 3.062 2.316 -4.447  0.4452
N 2.119 1.529 -4.189  -0.2679
O 3.912 -1.987 5.348  -0.5175
C 3.726 -2.883 3.165  -0.6618
H 1.779 -5.142 -1.599  0.3616
O 3.377 2.509 -5.622  -0.7511
H 2.915 -4.110 0.142  0.4412
O -2.109 -2.536 -0.327  -0.7475
H -0.165 3.074 2.440  0.1732
H 1.801 1.423 -3.236  0.4641
N -0.924 2.677 2.976  -0.1921
O -0.534 -1.269 1.544  -0.4652
H -2.563 1.106 -2.240  0.1509
N 3.568 2.971 -3.409  -0.2800
H -1.143 4.580 -1.133  0.3052
N 1.369 -0.234 -0.062  0.0080
H -1.546 -2.003 0.239  0.5206
H 0.142 -1.420 4.578  0.1949
H -4.359 3.138 -1.199  0.2803
C 0.904 0.858 -0.666  0.4181
H 2.336 -2.798 1.945  0.2150
H 3.597 2.574 -2.481  0.1911
O -5.249 1.622 -2.190  -0.5179
H -2.881 3.925 -2.935  0.3286
H 1.057 -1.955 3.208  0.1034
C -3.139 2.866 -2.947  -0.3179
N -0.557 4.547 3.801  -0.3328
H 0.772 3.487 -2.463  0.2472

Computed properties:
HOMO energy   -8.729 eV
Electronic energy   -53742.60527 eV
Lowest unoccupied orbital energy   0.08 eV
SMILES   NC(N)=O.NC(N)=O.NC(N)=O.NC(N)=O.OCCO.OCCO.OCCO.OCCO.O.O
Strongest force on any atom   7.5 eV/Å


# C3H12N3O

A 2-piece molecular cluster, C3H12N3O overall in a non-equilibrium geometry (ωB97M-V/def2-TZVPD, the Open Molecules 2025 dataset).

Each line ends with the Mulliken charge.
Positions of all 19 atoms, in Å:
C -1.400 0.023 0.919  -0.4415
N 0.170 1.958 -0.715  -0.3582
N 0.600 0.290 -2.292  -0.3902
H 0.437 0.661 1.815  0.4204
H 0.418 0.957 -2.962  0.2069
O 1.821 -2.818 -0.309  -0.6196
N -0.525 -0.260 -0.171  -0.1198
H 1.108 -0.585 -2.313  0.2389
H -2.189 0.680 0.633  0.3387
H -0.321 2.335 0.012  0.2220
C -0.588 0.613 2.091  -1.2318
H -0.719 0.055 2.993  0.3333
H 2.766 -2.834 -0.243  0.3087
H -1.905 -1.004 1.059  0.3504
C 0.056 0.641 -1.035  0.5396
H -0.877 1.534 2.481  0.4069
H 1.366 -3.640 -0.042  0.3217
H 0.234 2.614 -1.503  0.2690
H -0.452 -1.221 -0.418  0.2044

Computed properties:
HOMO energy   -14.505 eV
Electronic energy   -9817.08179 eV
Net charge   +1
Lowest unoccupied orbital energy   -3.09 eV
ΔE to the lowest compared entry with this formula, charge and spin   39.93 kcal per mole
Strongest force on any atom   5.6 eV/Å


# C3H10NO2

An isolated ion of composition C3H10NO2 and charge +1 in a non-equilibrium geometry (ωB97M-V/def2-TZVPD, the Open Molecules 2025 dataset).

Each line ends with the Mulliken charge.
Positions of all 16 atoms, in Å:
H -0.937 2.475 -0.942  0.3193
H 1.288 -2.533 0.501  0.3463
C 0.668 -1.647 0.712  -0.6863
H 1.374 -0.487 -0.905  0.3399
N 0.506 -0.707 -0.397  -0.1987
O 0.806 1.415 0.652  -0.4620
C -0.149 0.647 0.171  0.3275
H 1.142 -1.141 1.544  0.3024
H -1.727 0.745 -1.294  0.3252
H -0.315 -2.030 0.944  0.2969
O -1.043 0.291 1.048  -0.4664
H -1.789 -0.096 0.614  0.3927
C -0.739 1.350 -1.129  -0.9383
H -0.187 -0.900 -1.119  0.3768
H 0.009 1.239 -1.965  0.3403
H 1.093 1.380 1.566  0.3844

Computed properties:
HOMO energy   -15.946 eV
Electronic energy   -8850.93566 eV
Net charge   +1
Lowest unoccupied orbital energy   -3.51 eV
SMILES   C[NH2+]C(C)(O)O
ΔE to the lowest compared entry with this formula, charge and spin   32.40 kcal per mole
Strongest force on any atom   3.8 eV/Å


# C2F6KO6S2

C2F6KO6S2 as an isolated structure (ωB97M-V/def2-TZVPD, the Open Molecules 2025 dataset).

Each line ends with the Mulliken charge.
Positions of all 17 atoms, in Å:
F -2.614 -2.834 -3.398  -0.2254
F -3.536 -1.335 -2.117  -0.2298
K 1.644 0.233 -1.202  0.9718
F 2.612 3.125 1.965  -0.2415
F 0.788 2.552 0.963  -0.2409
O 2.537 0.848 3.809  -0.6584
O -1.406 -2.855 -0.747  -0.6519
F 0.736 3.206 3.031  -0.2410
S 1.651 0.745 2.679  1.1443
O 0.127 -2.043 -2.466  -0.7555
C 1.439 2.486 2.150  0.5977
O 2.267 0.193 1.476  -0.7085
C -2.405 -1.668 -2.763  0.5957
O -0.950 -0.463 -0.999  -0.7400
O 0.306 0.322 2.933  -0.6362
F -2.179 -0.725 -3.707  -0.2461
S -1.017 -1.786 -1.608  1.2658

Computed properties:
HOMO energy   -6.679 eV
Electronic energy   -68664.34922 eV
Net charge   -1
Lowest unoccupied orbital energy   1.74 eV
ΔE to the lowest compared entry with this formula, charge and spin   0.00 kcal per mole
Strongest force on any atom   1.0 eV/Å


# C6H12O

A 2-piece molecular cluster, C6H12O overall in a non-equilibrium geometry (ωB97M-V/def2-TZVPD, the Open Molecules 2025 dataset).

Each line ends with the Mulliken charge.
Positions of all 19 atoms, in Å:
H -0.492 2.371 1.509  0.1971
C 0.152 1.785 -0.414  -0.6378
H -2.595 -0.990 -0.985  0.3059
H 2.466 0.106 -0.513  0.3006
H -0.413 -1.973 -1.089  0.3895
H -2.513 -0.846 0.872  0.3725
H -0.087 1.492 -1.430  0.2663
H -0.915 -2.170 0.574  0.2378
C -0.618 -1.386 -0.184  -0.4163
H 1.149 2.207 -0.254  0.3105
H 1.754 -1.140 -1.536  0.3573
C 1.877 -0.822 -0.495  -1.3612
O 0.595 -0.251 1.492  -0.5271
C -0.791 2.066 0.503  -0.4218
H 1.219 0.484 1.564  0.4359
H 2.431 -1.581 0.064  0.3513
H -1.840 2.171 0.271  0.2895
C 0.562 -0.625 0.186  0.6778
C -2.006 -0.844 -0.086  -1.1278

Computed properties:
HOMO energy (alpha / beta)   -6.472 / -7.722 eV
Electronic energy   -8458.64530 eV
Lowest unoccupied orbital energy (alpha / beta)   0.68 / 0.73 eV
ΔE to the lowest compared entry with this formula, charge and spin   131.64 kcal per mole
Strongest force on any atom   1.7 eV/Å


Question: Which formula does entry 3 have?
Answer: C3H12N3O


Question: What is the electronic energy in the sixth record?
Answer: -8458.64530 eV


Question: The lowest strongest force on any atom belongs to which entry?
Answer: C2F6KO6S2


Question: What is the formula in the fourth record?
Answer: C3H10NO2